Computed, not measured: a cluster of 3 separate species, C25H46N4O4P in total in a non-equilibrium geometry, with ωB97M-V/def2-TZVPD.

```
80
Properties=species:S:1:pos:R:3:mulliken_charge:R:1
C -0.01964 3.74851 5.43078 -1.68
C 0.62149 2.52427 4.80124 -0.02
C -0.28857 1.33717 4.48645 -1.23
C -1.59441 1.61351 3.67918 2.30
P -2.90058 2.06085 4.94136 -0.15
N -3.45204 3.53808 4.90137 -0.69
C -1.40260 2.66056 2.58565 -1.84
C -2.38088 2.69047 1.40136 1.88
C -3.63860 3.52493 1.65658 -1.62
C -1.61596 3.43511 0.26024 -1.45
N -2.69958 1.33591 0.86780 0.64
O -3.59626 1.37549 -0.04699 -0.67
C -2.96722 0.26389 1.85959 1.73
C -2.72553 -1.07738 1.11654 -1.77
C -4.43439 0.22120 2.30106 -1.75
C -1.97694 0.26396 3.02763 -2.78
O 1.34525 2.93980 3.65203 -0.29
C 2.48256 2.15122 3.34900 -0.90
C 2.48971 1.85183 1.86382 0.77
C 2.12345 2.87099 0.97814 -0.36
C 2.07536 2.62955 -0.39013 -0.69
C 2.39499 1.36256 -0.86763 -0.36
C 2.78683 0.35526 0.00677 -0.26
C 2.83269 0.59602 1.37874 -0.80
H -0.39274 4.45870 4.70392 0.33
H 0.75025 4.26901 5.99695 0.47
H -0.79009 3.49958 6.15099 0.35
H 1.35368 2.16062 5.52808 0.67
H 0.29841 0.64908 3.87804 0.28
H -0.55076 0.80748 5.39885 0.65
H -2.25373 1.83027 6.17516 0.18
H -3.86370 1.03725 4.87179 0.17
H -4.45879 3.53624 4.78531 0.27
H -0.42334 2.44836 2.16064 -0.23
H -1.35682 3.67097 2.97054 0.46
H -4.16095 3.72178 0.72995 0.49
H -3.28419 4.48108 2.03394 0.42
H -4.27974 3.12174 2.42853 0.17
H -0.73944 3.94929 0.63809 0.33
H -1.33837 2.72292 -0.50918 0.39
H -2.26588 4.15666 -0.22302 0.24
H -2.52867 -1.86154 1.84098 0.35
H -3.61394 -1.34414 0.55570 0.41
H -1.90740 -0.95661 0.41373 0.46
H -5.08705 0.02832 1.46173 0.43
H -4.51835 -0.63870 2.96660 0.40
H -4.74402 1.08646 2.87673 0.37
H -1.05302 -0.16643 2.64044 0.52
H -2.34566 -0.44152 3.77054 0.69
H 2.45678 1.19741 3.87622 0.52
H 3.38731 2.69139 3.62839 0.35
H 1.87355 3.84400 1.36792 0.38
H 1.77136 3.43314 -1.04214 0.42
H 2.32818 1.17814 -1.92878 0.20
H 3.03406 -0.63227 -0.35274 0.46
H 3.13098 -0.18577 2.05953 0.37
C 3.59037 -3.29413 -4.32019 -1.29
C 3.62532 -2.03943 -3.48542 0.82
O 4.03691 -2.02550 -2.33408 -0.64
N 3.17362 -0.90278 -4.07609 -0.07
C 2.64536 -0.74374 -5.41972 -0.82
H 3.97613 -4.11954 -3.72841 0.33
H 2.57144 -3.52342 -4.62487 0.29
H 4.20912 -3.17938 -5.20982 0.39
H 3.22704 -0.09135 -3.48226 0.15
H 3.25590 -0.03045 -5.97646 0.30
H 1.62344 -0.36343 -5.37360 0.28
H 2.64009 -1.69088 -5.94940 0.29
C -0.04041 -5.80272 -7.24240 -1.38
C 1.38628 -5.59611 -6.79180 0.83
O 1.89621 -4.48723 -6.74355 -0.63
N 2.09626 -6.69740 -6.43527 -0.15
C 1.66342 -8.08272 -6.42650 -0.87
H -0.46760 -4.83635 -7.48988 0.29
H -0.07585 -6.43972 -8.12672 0.37
H -0.63320 -6.25605 -6.44725 0.39
H 3.03916 -6.49121 -6.14533 0.23
H 1.74236 -8.49012 -5.41748 0.29
H 2.29672 -8.67407 -7.08956 0.29
H 0.63488 -8.16892 -6.75798 0.33
```

Calculated values
**Charge**: 0
**Highest occupied orbital energy (spin up / spin down)**: -8.32 / -8.49 eV
**Multiplicity**: 2

Computed, not measured: a structure of composition C25H47Br2FeNO3Si2 in a non-equilibrium geometry, with ωB97M-V/def2-TZVPD.

```
81
Properties=species:S:1:pos:R:3:mulliken_charge:R:1
O -0.55706 -1.58337 0.21693 0.31
O -2.50796 -0.53517 -3.50813 -0.06
C 0.29877 -2.58290 -0.47338 -0.40
C 0.71848 -3.74305 0.40266 -1.42
H 1.18153 -2.02392 -0.81210 0.46
H -0.30778 -2.90655 -1.32280 0.38
H 0.96998 -3.44940 1.42911 0.22
H 1.60166 -4.22906 -0.02108 0.38
H -0.05060 -4.52062 0.46362 0.33
C -1.70763 -2.21926 0.85791 -0.51
C -2.68088 -2.85920 -0.11605 -1.36
H -2.19495 -1.42571 1.43803 0.38
H -1.33791 -2.96322 1.57741 0.44
H -2.81293 -2.31353 -1.05794 0.17
H -3.66163 -2.90673 0.38737 0.41
H -2.39737 -3.90402 -0.34174 0.30
C -3.59430 0.40480 -3.74472 -0.45
C -2.44557 -1.56335 -4.51750 -0.24
C -4.77751 0.12734 -2.84378 -1.33
H -3.91682 0.33202 -4.79866 0.46
H -3.16413 1.40024 -3.56307 0.34
H -5.19013 -0.85990 -3.10024 0.28
H -5.54321 0.89231 -2.99992 0.41
H -4.47125 0.14284 -1.79087 0.25
C -3.70350 -2.40085 -4.61421 -1.38
H -1.56893 -2.17584 -4.25280 0.31
H -2.27252 -1.07120 -5.49034 0.33
H -4.00873 -2.77493 -3.62915 0.27
H -3.50946 -3.25874 -5.26024 0.41
H -4.52617 -1.82261 -5.06017 0.36
H -0.74255 -0.05120 -2.19920 -0.28
Fe 0.46496 -0.29803 1.64910 0.66
C -0.31575 0.99230 -2.15257 0.11
Si 0.44311 1.62944 -3.78509 0.60
H -1.15104 1.65242 -1.88999 0.35
H 0.41914 1.02964 -1.32709 -0.26
C 1.33349 0.21031 -4.64883 -1.08
C 1.72437 3.00129 -3.59482 -1.02
C -0.69033 2.26682 -5.16268 -1.10
C 2.28606 0.13836 0.96221 -0.61
Si 3.59991 0.97523 2.05104 0.18
H 2.16267 0.66208 -0.00632 0.26
H 2.69090 -0.85796 0.64008 0.33
C 4.37710 2.35637 1.01395 -1.06
C 4.87068 -0.36554 2.46118 -1.13
C 3.09266 1.71275 3.71789 -0.83
H -0.08912 2.36940 -6.08430 0.35
H -1.12062 3.25662 -4.95836 0.33
H -1.51542 1.58585 -5.39659 0.22
H 2.20053 -0.12421 -4.06773 0.32
H 1.69226 0.51081 -5.64682 0.32
H 0.65957 -0.64171 -4.77897 0.27
H 2.35355 2.87377 -2.70502 0.24
H 1.26857 3.99885 -3.53890 0.33
H 2.38905 2.99430 -4.47417 0.27
H 4.94707 -1.04339 1.59749 0.34
H 4.54644 -0.95480 3.33023 0.29
H 5.87511 0.03301 2.68072 0.32
H 2.69159 0.94757 4.39959 0.17
H 2.34397 2.51352 3.62270 0.18
H 3.97876 2.14820 4.21189 0.42
H 5.23039 2.82382 1.52542 0.31
H 3.65392 3.14950 0.78010 0.29
H 4.74430 1.94076 0.06364 0.28
Br 1.00795 -3.34176 5.86721 -0.17
C 0.41869 -1.55543 5.78873 -0.43
C 0.32424 -0.75741 6.93466 -0.30
C -0.04043 0.58903 6.88963 -0.13
Br -0.05518 1.58576 8.52774 -0.25
C -0.30820 1.23846 5.64851 0.89
C -0.53701 2.62582 5.47258 -0.78
C -0.76742 3.09187 4.19026 -0.72
C -0.56685 2.25039 3.08678 -0.42
N -0.26251 0.95003 3.21681 0.08
C -0.22226 0.42141 4.47204 0.23
C 0.15644 -0.98335 4.49864 0.52
O 0.34198 -1.58428 3.37639 -0.57
H 0.56566 -1.19356 7.89535 0.42
H -0.54800 3.29385 6.33384 0.32
H -1.10220 4.10661 3.98827 0.39
H -0.68171 2.61995 2.06867 0.45
```

Calculated values
**ΔE to the lowest compared entry with this formula, charge and spin**: 0.0743 eV
**Charge**: 0
**Highest occupied orbital energy (spin up / spin down)**: -7.22 / -7.33 eV
**Multiplicity**: 5

Computed, not measured: a structure of composition C25H47ClINO3Si2Ti in a non-equilibrium geometry, with ωB97M-V/def2-TZVPD.

```
81
Properties=species:S:1:pos:R:3:mulliken_charge:R:1
O -1.93826 -1.39174 -2.64259 0.09
O 0.95887 1.48131 -6.29960 -0.35
C -0.79744 -2.43669 -2.78503 0.35
C -1.36620 -3.84246 -2.72113 -1.20
H -0.13237 -2.23960 -1.89555 -0.25
H -0.24064 -2.22773 -3.70368 0.63
H -1.50169 -4.17433 -1.69054 0.26
H -0.63506 -4.51683 -3.18089 0.42
H -2.32424 -3.94726 -3.24198 0.25
C -2.56308 -0.70493 -3.83123 0.43
C -1.68496 -0.86598 -5.03046 -2.03
H -2.64596 0.36562 -3.57806 0.09
H -3.58248 -1.09737 -3.92198 0.24
H -0.68700 -0.46037 -4.82383 0.51
H -2.06000 -0.24699 -5.84632 0.48
H -1.67789 -1.90184 -5.36118 0.42
C 0.61329 2.55138 -5.43365 -0.12
C 2.36290 1.23980 -6.27826 0.05
C -0.85604 2.87530 -5.58098 -1.05
H 1.18746 3.46389 -5.70687 0.42
H 0.87149 2.29147 -4.38046 0.18
H -1.08691 3.12834 -6.61505 0.33
H -1.08923 3.72334 -4.94390 0.40
H -1.47847 2.03811 -5.28066 0.02
C 2.75398 0.48018 -7.53408 -1.30
H 2.61866 0.65635 -5.37330 0.12
H 2.94023 2.18402 -6.26277 0.33
H 2.15676 -0.42906 -7.65388 0.30
H 3.81031 0.20759 -7.48611 0.40
H 2.59176 1.12211 -8.41182 0.29
H 2.33886 0.29764 -0.66289 -0.04
Ti -1.49639 -0.96082 -0.84486 -0.18
C 3.12026 -0.29638 -1.13151 -0.71
Si 4.76434 0.54911 -0.86321 0.34
H 3.04068 -1.28391 -0.65469 0.34
H 2.80193 -0.49100 -2.17234 0.29
C 6.31460 0.08331 -1.78624 -1.04
C 4.81273 0.14563 0.98434 -1.06
C 4.36866 2.34023 -1.33327 -0.90
C -3.18328 -1.65030 -0.06885 -0.59
Si -3.91784 0.06072 -0.26859 0.86
H -2.71484 -1.89006 0.91370 0.26
H -3.65427 -2.57802 -0.46043 0.45
C -5.40815 -0.22588 -1.37182 -1.26
C -2.92827 1.42396 -1.16302 -0.36
C -4.23091 0.72008 1.45678 -1.30
H 3.86449 2.39754 -2.30463 0.23
H 5.29215 2.93261 -1.39284 0.32
H 3.68786 2.79271 -0.60978 0.27
H 6.55630 -0.97596 -1.76392 0.35
H 7.17114 0.61168 -1.35255 0.31
H 6.27510 0.37951 -2.84229 0.28
H 4.37738 -0.84413 1.16600 0.30
H 4.17955 0.84193 1.54536 0.27
H 5.81801 0.15662 1.40161 0.37
H -2.59706 1.28755 -2.20335 -0.05
H -2.10629 1.90952 -0.62426 -0.11
H -3.74249 2.15900 -1.19737 0.48
H -5.13521 1.33751 1.53228 0.34
H -3.38998 1.33025 1.81195 0.30
H -4.33563 -0.11527 2.15719 0.34
H -6.27905 0.37407 -1.08221 0.36
H -5.67350 -1.28553 -1.30902 0.32
H -5.17705 -0.00608 -2.42172 0.26
Cl 1.76062 0.80297 4.88112 -0.31
C 1.10183 0.77435 3.29787 0.71
C 0.90541 1.97270 2.61233 -0.44
C 0.44589 1.98577 1.29024 -0.46
I 0.17639 3.78477 0.28366 0.00
C 0.01476 0.76107 0.73109 0.81
O -0.42231 0.61431 -0.50978 -0.55
C 0.06266 -0.44362 1.48151 -0.13
N -0.30648 -1.59361 0.79889 0.73
C -0.03516 -2.79183 1.36246 -0.69
C 0.64348 -2.85793 2.59177 -0.83
C 0.92203 -1.72759 3.34986 -1.22
C 0.70452 -0.47814 2.75613 -0.04
H 1.08368 2.91337 3.11465 0.48
H -0.36764 -3.66345 0.79035 0.38
H 0.95071 -3.82601 2.96313 0.43
H 1.34825 -1.72714 4.35595 0.40
```

Calculated values
**ΔE to the lowest compared entry with this formula, charge and spin**: 0.0000 eV
**Charge**: 0
**Highest occupied orbital energy (spin up / spin down)**: -4.83 / -6.98 eV
**Multiplicity**: 3

These records have E_tot values of -1841.43401; -8252.01382; -3447.55047 Ha, in the order they appear.